{"formula": "C5H7NO", "method": "the ωB97M-V functional and the def2-TZVPD basis", "lumo_energy_ha": 0.0217, "energy_ha": -324.59579, "orbital_gap_ev": 10.1, "elements": ["C", "C", "C", "C", "O", "C", "N", "H", "H", "H", "H", "H", "H", "H"], "positions_angstrom": [[-1.38445, -2.13118, 3.19124], [2.39126, 1.23491, -2.83710], [-1.73250, -1.24881, 2.30987], [-2.08045, -0.36749, 1.43074], [1.03407, 0.87100, -2.60416], [0.51362, 1.20235, -1.49255], [0.00112, 1.48131, -0.50828], [-1.14541, -3.14629, 2.91606], [-1.31692, -1.88984, 4.24011], [2.62327, 0.88406, -3.84089], [2.51797, 2.31878, -2.78236], [3.05128, 0.75296, -2.11187], [-3.11373, -0.22123, 1.15828], [-1.35913, 0.25947, 0.93090]], "nbo_charge": [-0.52, -0.24, 0.11, -0.50, -0.47, 0.56, -0.43, 0.22, 0.22, 0.21, 0.19, 0.20, 0.22, 0.25]}

=====

{"formula": "C5H7NO", "method": "the ωB97M-V functional and the def2-TZVPD basis", "lumo_energy_ha": 0.0411, "energy_ha": -324.54142, "orbital_gap_ev": 9.8, "elements": ["C", "C", "O", "C", "C", "N", "C", "H", "H", "H", "H", "H", "H", "H"], "positions_angstrom": [[-1.06043, -0.96406, 0.15201], [-1.18484, 0.42557, -0.43494], [-0.62418, 1.39118, 0.46929], [0.71797, 1.11849, 0.03488], [1.24658, -0.12945, 0.71056], [0.39218, -1.03557, -0.07278], [0.19570, 0.18597, -1.07881], [-1.35067, -1.11502, 1.18496], [-1.54482, -1.69698, -0.50797], [-2.12243, 0.77839, -0.87210], [1.31612, 2.03249, -0.01606], [2.28868, -0.30189, 0.40560], [1.13132, -0.23474, 1.78320], [0.62796, -0.57983, -1.69820]], "nbo_charge": [-0.25, 0.07, -0.52, 0.07, -0.25, -0.41, -0.19, 0.20, 0.20, 0.19, 0.19, 0.20, 0.20, 0.30]}